Entry 1:
Entry from the OMol25 dataset: a structure of composition C52H43IrN5O7P2S3 in a non-equilibrium geometry (the ωB97M-V functional and the def2-TZVPD basis).

Values from the calculation:
maximum force: 4.534 eV Å⁻¹
<S²>: 0.759
spin multiplicity: 2
energy relative to the best compared isomer or geometry (same formula, charge and spin): 44.69 kcal/mol
E_HOMO (spin up / spin down): -7.04 / -7.04 eV
orbital gap (spin up / spin down): 5.8 / 4.8 eV
lowest unoccupied orbital energy (spin up / spin down): -1.25 / -2.20 eV

Geometry (Å):
Ir  0.25229  1.05729  0.34543
S  -0.73161  3.35046  0.61811
P  -2.34296  2.25041  1.00061
C  -1.79674  0.77407  0.20568
P  -2.03738  0.68568  -1.53364
S  -0.44356  1.66747  -2.16759
C  -2.25160  -1.05385  -2.04366
C  -2.95479  -1.93736  -1.21489
C  -3.23282  -3.23007  -1.64361
C  -2.81794  -3.64429  -2.90461
C  -2.12528  -2.76729  -3.73173
C  -1.84168  -1.47326  -3.30413
C  -3.60309  1.28283  -2.23101
C  -4.82580  0.85745  -1.71089
C  -6.00783  1.23331  -2.32697
C  -5.97628  2.01839  -3.47534
C  -4.76121  2.43037  -4.00440
C  -3.57182  2.06845  -3.37963
C  -2.62244  1.85856  2.73356
C  -2.51588  0.54662  3.18886
C  -2.73330  0.26011  4.53497
C  -3.06176  1.28473  5.41189
C  -3.16985  2.59581  4.95383
C  -2.95059  2.88328  3.61756
C  -3.87789  3.07457  0.54161
C  -3.85736  4.06647  -0.43867
C  -5.04144  4.69142  -0.81397
C  -6.23996  4.32579  -0.21508
C  -6.26230  3.34745  0.77325
C  -5.08552  2.71772  1.15168
H  -3.27204  -1.61041  -0.22550
H  -3.76229  -3.91844  -0.99379
H  -3.03239  -4.65268  -3.24062
H  -1.80117  -3.09518  -4.71449
H  -1.29585  -0.78764  -3.94657
H  -4.85332  0.23306  -0.82223
H  -6.95757  0.91168  -1.91558
H  -6.90336  2.31105  -3.95424
H  -4.73538  3.03124  -4.90647
H  -2.61853  2.39524  -3.78041
H  -2.26016  -0.24415  2.49279
H  -2.65296  -0.76170  4.89157
H  -3.23513  1.06202  6.45931
H  -3.42106  3.39376  5.64393
H  -3.02014  3.90498  3.25926
H  -2.91399  4.34385  -0.90047
H  -5.02643  5.46648  -1.57316
H  -7.16700  4.80019  -0.52500
H  -7.19729  3.07642  1.25017
H  -5.10251  1.95345  1.91741
O  3.36725  -7.94335  0.52649
S  2.05963  -8.12464  -0.10460
O  0.94290  -7.72088  0.73922
O  1.88282  -9.41045  -0.75223
C  2.13147  -6.89267  -1.42629
N  2.72490  -7.21237  -2.62211
C  2.84552  -6.23613  -3.48867
C  2.43253  -4.92850  -3.22664
C  1.86654  -4.69618  -2.00708
N  1.69336  -5.63321  -1.12164
C  1.41836  -3.33682  -1.54217
C  1.63597  -2.18812  -2.25956
C  1.28129  -0.96940  -1.73289
N  0.63756  -0.84735  -0.57211
C  0.39936  -1.96779  0.11710
C  0.79217  -3.21561  -0.32411
H  3.30046  -6.49675  -4.44295
H  2.56004  -4.14208  -3.97092
H  2.07568  -2.21458  -3.24713
H  1.47812  -0.06116  -2.27125
H  -0.12987  -1.85527  1.04790
H  0.60433  -4.10527  0.26682
O  -0.07796  3.06905  3.28508
C  0.40379  1.96319  3.37081
C  0.92101  1.38015  4.66692
C  1.42620  -0.01013  4.31580
C  1.30590  -0.08696  2.81056
O  1.73177  -1.00780  2.16838
N  0.61940  1.05721  2.32300
H  0.10882  1.39431  5.38953
H  1.70817  2.03701  5.03569
H  0.81615  -0.80453  4.74513
H  2.45762  -0.19718  4.60887
C  5.67460  -2.70799  -2.02988
O  5.76771  -1.40995  -1.41121
C  5.16321  -1.17592  -0.21182
C  5.02678  -2.12768  0.78467
C  4.53529  -1.75194  2.02704
C  4.23934  -0.42306  2.29174
C  4.37971  0.52946  1.29863
C  4.79984  0.15133  0.03506
N  5.03584  1.07343  -1.03709
C  4.78286  2.34465  -1.17714
C  3.96202  3.22895  -0.44725
C  4.39194  4.59111  -0.45009
C  3.79037  5.52885  0.32273
C  2.70531  5.12946  1.14735
C  2.22134  3.85150  1.13452
C  2.76709  2.86574  0.26111
O  2.25157  1.70908  0.07200
H  5.50707  -3.50215  -1.30763
H  6.61447  -2.88499  -2.53979
H  4.86633  -2.71034  -2.74699
H  5.32613  -3.15449  0.61518
H  4.41076  -2.50607  2.79667
H  3.89847  -0.12126  3.27567
H  4.18217  1.57275  1.51363
H  5.56649  0.64104  -1.78231
H  5.38253  2.79182  -1.96732
H  5.26571  4.85183  -1.04256
H  4.15605  6.54676  0.34460
H  2.23186  5.86019  1.80003
H  1.39280  3.57636  1.77238

=====

Entry 2:
Entry from the OMol25 dataset: a structure of composition C52H44AsBrFN8OPSr (the ωB97M-V functional and the def2-TZVPD basis).

Values from the calculation:
maximum force: 0.437 eV Å⁻¹
energy relative to the best compared isomer or geometry (same formula, charge and spin): 0.00 kcal/mol
E_HOMO: -7.45 eV
orbital gap: 7.6 eV
lowest unoccupied orbital energy: 0.19 eV

Geometry (Å):
Sr  -0.34906  0.04253  -0.61062
C  -4.23429  2.42934  3.56679
N  -3.88326  1.63119  2.39385
C  -2.67709  1.17045  2.05340
N  -2.72511  0.62700  0.85374
C  -4.02586  0.80302  0.48993
N  -4.76093  1.41363  1.39096
C  -3.26533  3.58380  3.69856
C  -2.62284  3.88991  4.89046
C  -1.63297  4.86645  4.91773
C  -1.24740  5.51102  3.75271
C  -1.90036  5.21146  2.56225
C  -2.92242  4.27328  2.54810
C  -1.48459  5.70341  1.25027
N  -2.22540  5.77148  0.19694
N  -1.37367  6.00062  -0.86332
C  -0.18446  6.05231  -0.36880
O  -0.17911  5.92434  0.97704
C  1.06448  6.02540  -1.12648
C  2.26699  6.54276  -0.65995
C  3.41827  6.36488  -1.41128
C  3.38261  5.63014  -2.59011
C  2.18471  5.09442  -3.04497
C  2.12446  4.19461  -4.25633
N  1.33224  2.99865  -3.97379
C  1.28295  2.27203  -2.85556
N  0.39005  1.30187  -2.99428
C  -0.08620  1.50200  -4.25567
N  0.45361  2.51824  -4.88207
C  1.02545  5.32428  -2.32438
H  -4.22056  1.80251  4.45786
H  -5.25467  2.76774  3.39909
H  -1.79839  1.27372  2.67024
H  -4.43305  0.46546  -0.44910
H  -2.87076  3.34642  5.79502
H  -1.13128  5.09372  5.84913
H  -0.43327  6.22394  3.76210
H  -3.38390  4.03204  1.59860
H  2.30153  7.06980  0.28469
H  4.35785  6.77156  -1.06019
H  4.29693  5.44893  -3.14317
H  3.12713  3.90200  -4.56650
H  1.63078  4.67815  -5.09733
H  1.86952  2.48012  -1.97206
H  -0.84315  0.88394  -4.71067
H  0.07949  4.90324  -2.64088
C  4.20880  -2.17706  -0.29638
C  4.35539  -2.80782  -1.67415
As  5.51009  -4.40724  -1.54196
C  7.09016  -3.43762  -0.90540
C  7.61605  -3.75214  0.34276
C  8.69090  -3.03595  0.85882
C  9.24515  -1.99724  0.12698
C  8.72673  -1.67688  -1.12331
C  7.65743  -2.39494  -1.63619
C  6.05107  -4.52403  -3.41798
C  5.27319  -4.04618  -4.46643
C  5.69563  -4.19201  -5.78308
C  6.90047  -4.81722  -6.06273
C  7.68156  -5.30459  -5.02135
C  7.25567  -5.16327  -3.71022
P  3.03193  -0.74632  -0.15523
C  3.43394  -0.26923  1.56691
C  2.40146  -0.26669  2.50020
C  2.64623  0.03780  3.83227
C  3.93146  0.34786  4.24522
C  4.97397  0.34240  3.32567
C  4.72792  0.03003  1.99835
C  3.86190  0.52784  -1.18673
C  4.47365  1.67898  -0.69709
C  5.05994  2.59057  -1.56614
C  5.04248  2.36915  -2.93581
C  4.39692  1.24726  -3.44099
C  3.80016  0.34540  -2.57260
H  5.17961  -1.84916  0.07281
H  3.82621  -2.91601  0.41574
H  4.80951  -2.11253  -2.37944
H  3.38595  -3.12112  -2.06937
H  7.17647  -4.55792  0.91942
H  9.09211  -3.28970  1.83205
H  10.08231  -1.43854  0.52629
H  9.15961  -0.86803  -1.69907
H  7.26391  -2.14496  -2.61578
H  4.32789  -3.55641  -4.26418
H  5.08056  -3.81484  -6.59071
H  7.23035  -4.92772  -7.08779
H  8.62263  -5.79635  -5.23339
H  7.87188  -5.54167  -2.90194
H  1.39460  -0.50925  2.18604
H  1.82995  0.03605  4.54328
H  4.12739  0.59234  5.28157
H  5.98188  0.57781  3.64384
H  5.55470  0.02621  1.29706
H  4.48570  1.87625  0.36720
H  5.53818  3.47484  -1.16397
H  5.52694  3.06708  -3.60871
H  4.34980  1.07962  -4.51031
H  3.26353  -0.50616  -2.97606
Br  0.53615  2.42663  0.72110
F  -1.17324  -6.37919  1.21125
C  -0.97505  -5.09606  0.81153
C  0.20154  -4.46190  1.14640
C  0.38458  -3.14730  0.71919
C  -0.56051  -2.42099  -0.02925
C  -1.73412  -3.14456  -0.31387
C  -1.95758  -4.46156  0.08364
H  0.95018  -4.99067  1.72494
H  1.32580  -2.67731  0.99972
H  -2.53924  -2.67112  -0.87843
H  -2.87132  -4.99103  -0.15940

=====

Entry 3:
Entry from the OMol25 dataset: a structure of composition C52H44F3N5O4S2SrTe (the ωB97M-V functional and the def2-TZVPD basis).

Values from the calculation:
maximum force: 0.402 eV Å⁻¹
net charge: -2
energy relative to the best compared isomer or geometry (same formula, charge and spin): 0.00 kcal/mol
E_HOMO: -1.81 eV
orbital gap: 5.3 eV
lowest unoccupied orbital energy: 3.51 eV

Geometry (Å):
Sr  -0.58942  -1.48178  -1.47106
C  -3.24990  -5.40661  -0.95395
C  -1.94960  -4.62097  -0.89143
O  -1.96977  -3.46396  -1.40540
C  -0.86123  -5.20655  -0.25447
C  0.46456  -4.66349  -0.13448
C  1.49307  -5.55167  0.52796
N  0.79715  -3.47523  -0.55280
N  2.13578  -3.15356  -0.29353
C  2.51464  -2.05027  -0.87912
O  1.84734  -1.32273  -1.69120
C  3.90939  -1.60736  -0.53584
C  4.46204  -0.52899  -1.21789
C  5.73914  -0.07333  -0.91391
C  6.47978  -0.69269  0.08227
C  5.93050  -1.77003  0.77185
C  4.65666  -2.22145  0.46772
H  -3.81917  -5.06754  -1.81858
H  -3.84159  -5.18979  -0.06119
H  -3.07674  -6.48218  -1.01637
H  -1.00669  -6.20725  0.13260
H  1.03476  -6.48057  0.86622
H  1.95579  -5.03472  1.37059
H  2.30564  -5.77225  -0.16591
H  3.85977  -0.05376  -1.98177
H  6.15482  0.77132  -1.45195
H  7.47424  -0.33609  0.32629
H  6.50073  -2.25244  1.55861
H  4.20432  -3.04215  1.00654
F  -1.99199  -1.05732  -8.50301
C  -2.32343  -0.91710  -7.18205
F  -3.38840  -1.71845  -7.00123
F  -2.75779  0.35218  -7.06297
C  -1.16139  -1.24214  -6.29325
C  0.04260  -1.58527  -6.87292
C  1.14300  -1.88666  -6.07990
C  0.96407  -1.83073  -4.70753
N  -0.18464  -1.50551  -4.13103
C  -1.28181  -1.18759  -4.87010
S  -2.69370  -0.75252  -4.02602
H  0.12564  -1.61748  -7.95122
H  2.09811  -2.15373  -6.50957
H  1.77559  -2.04258  -4.01790
C  0.92918  4.93985  2.44624
C  0.67545  3.52659  1.99208
C  1.29795  2.44083  2.56955
C  1.08328  1.11430  2.16141
C  1.89667  0.05635  2.77793
O  2.23104  -0.96800  2.21932
C  2.35833  0.25001  4.20953
C  3.57969  -0.30151  4.58286
C  4.01331  -0.21935  5.89716
C  3.21589  0.39475  6.85517
C  1.98961  0.93425  6.49047
C  1.56713  0.87100  5.16971
C  0.15622  0.82369  1.11048
O  -0.19554  -0.33267  0.71108
C  -0.42541  1.98006  0.49098
C  -0.19709  3.25965  0.92628
C  -1.28499  1.71950  -0.69907
N  -0.83474  1.58292  -1.88259
C  0.60604  1.60726  -2.12542
C  1.20598  2.99722  -2.26160
Te  0.25266  4.27429  -3.70461
C  -1.20300  5.00592  -2.35593
C  -0.91089  6.06905  -1.50560
C  -1.83812  6.47645  -0.55411
C  -3.05858  5.82286  -0.44757
C  -3.35781  4.76933  -1.30053
C  -2.43563  4.36821  -2.25823
C  -2.75126  1.55545  -0.48282
C  -3.59286  1.30956  -1.56754
C  -4.95263  1.13774  -1.36768
C  -5.48481  1.19594  -0.08513
C  -4.64969  1.42150  0.99918
C  -3.28864  1.60115  0.80109
H  1.63799  4.95779  3.27590
H  0.00809  5.42549  2.78121
H  1.34108  5.55519  1.64104
H  2.01158  2.61859  3.36962
H  4.16700  -0.80292  3.82282
H  4.97001  -0.64324  6.17746
H  3.54800  0.44963  7.88499
H  1.36076  1.40516  7.23649
H  0.61354  1.29450  4.87673
H  -0.69378  4.08512  0.42010
H  0.76978  1.06135  -3.05807
H  1.15950  1.07214  -1.34180
H  2.24207  2.91580  -2.59139
H  1.19054  3.54560  -1.32238
H  0.05039  6.56315  -1.57374
H  -1.59839  7.29332  0.11627
H  -3.77113  6.12518  0.31014
H  -4.29368  4.23147  -1.20643
H  -2.65308  3.52626  -2.90153
H  -3.15920  1.22156  -2.55662
H  -5.59303  0.92866  -2.21560
H  -6.54396  1.03322  0.07344
H  -5.05366  1.42529  2.00375
H  -2.63259  1.76034  1.64791
S  -4.38647  -2.85110  2.08853
C  -2.88294  -2.48690  2.74143
N  -1.72743  -2.86943  2.12100
C  -0.47950  -2.65642  2.59057
C  -0.29665  -2.06044  3.79976
C  -1.43939  -1.60921  4.49004
C  -2.68935  -1.79592  3.97216
H  -1.83010  -3.39459  1.25354
H  0.33404  -2.95723  1.94480
H  0.70033  -1.91140  4.17971
H  -1.32121  -1.10187  5.44164
H  -3.57781  -1.45530  4.48331

=====

Entry 4:
Entry from the OMol25 dataset: a structure of composition C52H45AsClIMoN5O3PS (the ωB97M-V functional and the def2-TZVPD basis).

Values from the calculation:
maximum force: 0.946 eV Å⁻¹
net charge: +2
<S²>: 2.027
spin multiplicity: 3
energy relative to the best compared isomer or geometry (same formula, charge and spin): 29.74 kcal/mol
E_HOMO (spin up / spin down): -12.54 / -12.55 eV
orbital gap (spin up / spin down): 5.9 / 5.8 eV
lowest unoccupied orbital energy (spin up / spin down): -6.63 / -6.75 eV

Geometry (Å):
Mo  -0.02284  0.27374  -0.30281
C  -4.91473  1.17640  0.95082
C  -3.60275  0.51828  1.24909
C  -3.12303  -0.52257  0.47388
C  -1.90613  -1.14378  0.77749
C  -1.11217  -0.66205  1.82278
C  -1.61617  0.37676  2.63120
C  -2.84094  0.93671  2.35592
H  -4.79789  2.25977  0.89893
H  -5.62950  0.97013  1.74958
H  -5.33637  0.82132  0.01255
H  -3.70567  -0.88761  -0.36294
H  -1.64713  -2.06697  0.27640
H  -0.27270  -1.25060  2.17908
H  -1.04575  0.70760  3.48987
H  -3.23663  1.71631  2.99843
Cl  1.22289  -5.06531  -4.57555
C  0.55041  -3.68859  -3.79074
C  -0.37781  -2.91977  -4.43070
C  -0.95869  -1.78648  -3.80642
I  -2.45081  -0.73457  -4.77022
C  -0.54041  -1.43417  -2.55623
O  -0.99702  -0.39322  -1.83574
C  0.41753  -2.21580  -1.89524
N  0.73837  -1.78372  -0.63594
C  1.51427  -2.55701  0.10669
C  2.06609  -3.74871  -0.36634
C  1.81818  -4.14409  -1.65897
C  0.96010  -3.37623  -2.46328
H  -0.68641  -3.18682  -5.43181
H  1.71832  -2.23035  1.11649
H  2.69067  -4.33700  0.28974
H  2.25832  -5.04915  -2.05582
N  4.51329  6.00269  -4.76610
C  3.81272  4.88237  -4.43858
C  2.41853  4.93439  -4.26412
C  1.71940  3.80377  -3.90793
C  2.39827  2.60344  -3.69644
C  3.77815  2.53158  -3.88440
C  4.47708  3.65875  -4.24832
S  1.48904  1.19105  -3.28766
O  0.12807  1.38599  -3.68036
O  2.21258  0.01207  -3.65851
N  1.38152  1.14215  -1.58308
C  2.46702  0.84753  -0.81396
N  2.01363  0.37216  0.37454
C  2.90062  -0.02389  1.29593
C  4.24269  0.07963  1.04197
C  4.61198  0.60024  -0.20493
N  3.74594  0.97546  -1.13183
H  4.02305  6.82103  -5.08109
H  5.46704  5.91763  -5.07029
H  1.89359  5.86453  -4.44362
H  0.64123  3.83505  -3.81140
H  4.28786  1.58846  -3.75890
H  5.54628  3.60272  -4.40983
H  2.51356  -0.38712  2.24051
H  4.97748  -0.21495  1.77520
H  5.66042  0.71533  -0.45740
C  -0.66536  3.55043  2.10758
C  0.01942  3.60293  3.46047
As  -0.86211  4.77148  4.82711
C  -0.08589  6.47389  4.29389
C  0.46449  6.77570  3.04870
C  1.00557  8.02787  2.79886
C  1.00092  8.99913  3.79158
C  0.46650  8.70846  5.03651
C  -0.06613  7.45061  5.28725
C  -2.64160  4.87854  4.02630
C  -3.01151  5.76408  3.01660
C  -4.30853  5.76981  2.52300
C  -5.25659  4.89526  3.04144
C  -4.90462  4.01999  4.05829
C  -3.60425  4.01719  4.55083
P  0.17297  2.74704  0.68131
C  -0.81632  3.39044  -0.68168
C  -1.65085  2.43433  -1.23830
C  -2.48845  2.69378  -2.30738
C  -2.51345  3.98882  -2.80119
C  -1.71833  4.98099  -2.23082
C  -0.86458  4.69206  -1.17724
C  1.84777  3.41152  0.58642
C  2.74133  3.14725  1.62800
C  4.02948  3.65625  1.58910
C  4.43998  4.42382  0.50614
C  3.56405  4.67392  -0.53977
C  2.27217  4.17055  -0.50150
H  -0.88604  4.54324  1.70961
H  -1.63343  3.05976  2.18840
H  1.04086  3.97195  3.39899
H  0.05577  2.60799  3.91054
H  0.50227  6.03192  2.26032
H  1.43404  8.24785  1.82922
H  1.42022  9.97703  3.59610
H  0.46945  9.45672  5.81777
H  -0.47010  7.23053  6.26866
H  -2.29669  6.48556  2.63522
H  -4.58829  6.47612  1.75183
H  -6.27409  4.91811  2.67315
H  -5.64750  3.36188  4.49128
H  -3.34726  3.35764  5.37358
H  -1.72464  1.44388  -0.76477
H  -3.09251  1.90890  -2.74034
H  -3.15888  4.23242  -3.63451
H  -1.76565  5.99031  -2.61794
H  -0.24573  5.47323  -0.75209
H  2.43804  2.54088  2.47263
H  4.71169  3.45819  2.40550
H  5.44411  4.82620  0.47950
H  3.88014  5.26012  -1.39275
H  1.61031  4.36186  -1.33318